[1]
The following is a quantum chemistry calculation of an isolated ion of composition C7H11N2 and charge +1 at a distorted geometry, from the Open Molecules 2025 dataset.

Last column: natural (NBO) charge in e.
Cartesian coordinates (Å):
C 0.18203 2.76005 -1.07901  -0.40
C 0.64013 2.73357 0.09743  0.18
C -0.48481 1.56599 -1.77304  0.14
C 0.61091 -1.14935 0.13868  -0.04
C -0.65859 -0.84489 0.83881  -0.03
C 1.95699 -1.14856 0.79835  -0.62
C -1.94272 -1.52782 0.47580  -0.64
N -0.55862 0.45160 -1.24142  -0.12
N -0.05758 0.14064 -0.05763  -0.18
H 0.19555 3.59871 -1.76196  0.31
H 0.96295 2.63437 1.09932  0.26
H -0.88889 1.73539 -2.75630  0.25
H 0.53416 -1.81434 -0.71586  0.23
H -0.58811 -0.51602 1.87111  0.24
H 2.72610 -0.89503 0.07378  0.23
H 2.16163 -2.14791 1.17392  0.25
H 2.00060 -0.45246 1.63044  0.22
H -2.80085 -0.90809 0.72929  0.24
H -2.01275 -2.45330 1.04346  0.25
H -1.97813 -1.76255 -0.58518  0.23

Results
Net charge: +1
LUMO level (alpha / beta) in eV: -6.302 / -5.451
HOMO level (alpha / beta) in eV: -13.38 / -13.84
Orbital gap (alpha / beta) in eV: 7.08 / 8.39
ΔE to the lowest compared entry with this formula, charge and spin in eV: 6.404
Calculated total energy in a.u.: -382.38825

=====

[2]
The following is a quantum chemistry calculation of a 11-piece molecular cluster, C28H41Cl20F12N3O6 overall at a distorted geometry, from the Open Molecules 2025 dataset.

Last column: Löwdin charge in e.
Cartesian coordinates (Å):
N -5.46911 1.32880 1.45266  0.01
C -4.70970 0.23567 2.06759  -0.26
C -3.71693 -0.49341 1.15553  -0.21
C -2.24230 -0.17164 1.36657  -0.15
C -1.87998 1.29593 1.44517  -0.32
C -2.31795 2.17910 0.28641  -0.11
C -1.29268 2.38218 -0.84215  -0.13
C -1.88619 2.13409 -2.23311  -0.08
C -2.80212 3.22830 -2.73225  -0.40
F -2.78619 3.21441 -4.11320  0.09
F -2.37270 4.46504 -2.33478  0.11
C -4.30879 3.13330 -2.34860  -0.49
F -4.70343 1.82975 -2.24325  0.12
F -4.52912 3.73116 -1.15068  0.14
F -5.07898 3.73875 -3.27367  0.16
O -0.47317 1.49013 1.63049  -0.07
C 0.01362 1.07389 2.88701  -0.24
C 0.85503 -0.19454 2.81343  -0.09
N 2.25155 -0.01095 2.32856  0.10
C 2.71853 -1.22469 1.78327  -0.47
O 2.23103 -2.30384 1.98048  0.15
N 3.88574 -1.08051 0.94179  0.18
C 4.54391 -2.31937 0.87453  -0.57
O 5.24348 -2.78415 1.68189  0.20
F 4.32189 -2.90379 -0.29369  0.13
C 0.69094 2.22346 3.58578  -0.21
O 0.57615 2.38570 4.76793  0.19
C 1.54168 3.25958 2.81622  -0.34
F 0.84834 4.44481 2.86754  0.13
F 1.73478 2.93460 1.52087  0.15
C 2.91086 3.50230 3.51149  -0.31
F 3.42177 2.29046 3.90808  0.13
F 2.72378 4.27117 4.62477  0.13
C 3.97859 4.21033 2.63367  -0.33
F 3.49706 5.44665 2.30634  0.14
F 4.18560 3.49986 1.49576  0.09
C 5.31903 4.34230 3.40173  -0.39
O 6.18633 3.56024 3.20057  0.15
O 5.38496 5.40220 4.21656  0.09
H -5.60157 1.17208 0.46504  0.05
H -5.02105 2.22219 1.58539  0.05
H -5.43073 -0.50031 2.41864  0.10
H -4.22347 0.62461 2.95793  0.11
H -3.82672 -1.56382 1.32221  0.09
H -3.97551 -0.36180 0.10252  0.04
H -1.64126 -0.68040 0.61138  0.11
H -1.95743 -0.61708 2.32066  0.11
H -2.38750 1.69027 2.33141  0.14
H -3.24947 1.81330 -0.13721  0.08
H -2.54429 3.15188 0.71591  0.12
H -0.43480 1.73400 -0.71689  0.12
H -0.94809 3.40939 -0.82669  0.11
H -2.37618 1.16384 -2.26702  0.07
H -1.07521 2.11080 -2.95760  0.13
H -0.81433 0.82403 3.54994  0.16
H 0.84672 -0.68647 3.78221  0.14
H 0.34720 -0.82947 2.10269  0.12
H 2.84489 0.16464 3.13711  0.13
H 3.55760 -0.85716 0.00454  0.15
H 5.13277 5.15802 5.13301  0.02
C 7.34712 3.28172 0.89339  -1.02
Cl 9.02395 3.10298 0.37254  0.53
Cl 6.27515 2.11820 0.09232  0.55
H 7.29340 3.10912 1.96094  -0.01
H 7.01670 4.28436 0.64657  0.02
C -3.50744 -2.17698 -3.52942  -0.98
Cl -3.06346 -1.42499 -1.98629  0.58
Cl -2.86915 -3.81627 -3.69171  0.53
H -4.58813 -2.22157 -3.57829  0.03
H -3.10864 -1.57095 -4.33306  0.03
C -4.31122 -5.82708 -0.87079  -1.06
Cl -4.37361 -7.05189 0.40252  0.50
Cl -4.30687 -4.17897 -0.22826  0.51
H -3.39997 -5.96668 -1.43750  -0.03
H -5.18212 -5.94452 -1.50132  -0.01
C 5.62547 -6.00086 0.17490  -1.03
Cl 5.17635 -5.86703 -1.53127  0.50
Cl 5.22631 -7.58999 0.84433  0.50
H 6.69460 -5.85462 0.25826  0.03
H 5.09224 -5.24645 0.73614  0.00
C -8.56909 -8.48019 -0.91909  -1.01
Cl -9.14447 -7.29815 0.25800  0.51
Cl -7.54179 -7.74421 -2.15663  0.49
H -7.98474 -9.22888 -0.39875  0.03
H -9.42488 -8.92567 -1.40991  0.02
C 3.54300 7.45172 6.80859  -0.98
Cl 4.06784 8.80409 7.80397  0.53
Cl 4.56498 6.02083 7.05860  0.60
H 2.52878 7.18729 7.07831  0.03
H 3.61103 7.73220 5.76456  0.03
C -2.88283 -9.28492 -2.49894  -0.99
Cl -4.55228 -8.73258 -2.70516  0.48
Cl -1.70265 -7.98589 -2.71619  0.52
H -2.78078 -9.66894 -1.49140  0.02
H -2.67928 -10.05805 -3.22959  0.02
C 5.98066 4.88315 -2.36763  -1.01
Cl 4.39691 5.67372 -2.39149  0.54
Cl 7.30768 6.04861 -2.35397  0.51
H 6.04932 4.27819 -1.47373  -0.05
H 6.06723 4.26927 -3.25541  0.03
C -3.70301 -8.30985 -6.70294  -1.03
Cl -4.68908 -7.07596 -5.91364  0.49
Cl -1.97181 -7.98221 -6.57466  0.50
H -3.91010 -9.26216 -6.22988  0.02
H -3.96730 -8.33654 -7.75236  0.02
C 3.18565 5.72848 -5.87532  -1.04
Cl 1.51480 5.32525 -5.47435  0.50
Cl 3.99960 4.41549 -6.74035  0.49
H 3.18855 6.60867 -6.50548  0.03
H 3.72052 5.89992 -4.95167  -0.05

Results
Net charge: 0
LUMO level in eV: -0.349
SMILES: NCCC[C@H](CCCC(F)(F)C(F)(F)F)O[C@@H](CNC(=O)NC(=O)F)C(=O)C(F)(F)C(F)(F)C(F)(F)C(=O)O.ClCCl.ClCCl.ClCCl.ClCCl.ClCCl.ClCCl.ClCCl.ClCCl.ClCCl.ClCCl
HOMO level in eV: -9.33
Orbital gap in eV: 8.98
Calculated total energy in a.u.: -12109.44191